Record 1
Formula: C4H10O2
Source: OMol25
Level of theory: wB97M-V/def2-TZVPD

Element x y z (Å)
C1 -0.786 1.541 0.697
C2 -0.093 1.057 -0.506
C3 -0.301 -0.245 -1.015
O1 -0.896 -1.116 -0.285
C4 0.186 -0.771 -2.286
H1 -0.357 1.107 1.605
H2 -1.869 1.384 0.705
H3 -0.647 2.613 0.791
H4 0.816 1.578 -0.777
H5 -1.111 -0.765 0.602
H6 -0.044 -0.228 -3.204
H7 -0.239 -1.769 -2.467
H8 1.254 -0.983 -2.213
H9 1.077 -1.892 2.844
H10 1.883 -0.572 2.522
O2 1.129 -0.938 2.989

Output
multiplicity: 2
orbital gap (spin up / spin down): 10.82 / 7.84 eV
energy relative to the best compared isomer or geometry (same formula, charge and spin): 13.2 kcal per mole
net charge: +1
maximum force: 0.033 Eh/bohr

Record 2
Formula: C8H14NO
Source: OMol25
Level of theory: wB97M-V/def2-TZVPD

Element x y z (Å)
C1 -1.969 -0.163 -0.138
C2 -3.159 0.053 -0.146
C3 2.301 -0.255 -0.932
C4 2.315 1.916 0.153
C5 1.297 -1.431 -0.883
C6 -0.734 -0.759 0.165
C7 -4.472 0.533 -0.522
C8 -0.427 -1.028 1.602
N1 2.155 0.484 0.257
O1 -0.070 -1.035 -0.890
H1 3.435 -0.553 -0.996
H2 2.187 0.503 -1.838
H3 1.396 2.495 -0.001
H4 3.021 2.083 -0.610
H5 1.556 -1.997 -1.730
H6 1.452 -1.971 0.038
H7 -4.503 1.073 -1.405
H8 -4.714 1.196 0.312
H9 -5.156 -0.259 -0.445
H10 -1.056 -1.829 1.986
H11 2.707 2.335 1.004
H12 0.612 -1.173 1.650
H13 -0.752 -0.216 2.307
H14 2.575 -0.002 1.064

Output
multiplicity: 1
orbital gap: 7.23 eV
energy relative to the best compared isomer or geometry (same formula, charge and spin): 98.3 kcal per mole
net charge: +1
maximum force: 0.065 Eh/bohr

Record 3
Formula: C19H62NO18S
Source: OMol25
Level of theory: wB97M-V/def2-TZVPD

Element x y z (Å)
C1 -4.286 1.753 -1.074
O1 -3.782 2.931 -1.664
C2 -3.235 2.684 -2.935
C3 -2.456 3.879 -3.515
N1 -1.765 3.444 -4.728
C4 -1.559 4.611 -2.506
C5 -0.043 4.349 -2.611
C6 0.583 3.507 -1.476
S1 0.340 1.757 -1.581
O2 -0.954 1.408 -1.099
O3 1.346 1.131 -0.747
O4 0.583 1.330 -3.083
C7 -3.557 4.911 -3.969
O5 -4.179 5.524 -3.062
O6 -3.723 5.066 -5.188
H1 -3.520 1.253 -0.470
H2 -4.658 1.076 -1.844
H3 -5.080 2.030 -0.384
H4 -4.078 2.516 -3.625
H5 -2.649 1.756 -2.967
H6 -2.449 3.141 -5.410
H7 -1.265 2.587 -4.488
H8 -1.867 4.386 -1.487
H9 -1.741 5.674 -2.624
H10 0.280 3.962 -3.575
H11 0.448 5.317 -2.498
H12 1.660 3.649 -1.582
H13 0.321 3.876 -0.492
H14 0.384 0.376 -3.110
C8 -4.442 -2.058 -2.144
O7 -5.234 -0.940 -2.521
H15 -3.901 -1.794 -1.239
H16 -5.074 -2.929 -1.943
H17 -3.724 -2.305 -2.932
H18 -5.709 -1.181 -3.321
C9 -7.919 -0.314 -0.506
O8 -6.805 -0.123 0.359
H19 -7.645 0.020 -1.503
H20 -8.188 -1.375 -0.542
H21 -8.771 0.275 -0.149
H22 -7.060 -0.422 1.237
C10 1.971 -2.283 -4.475
O9 0.818 -2.340 -3.634
H23 1.961 -1.325 -4.988
H24 2.880 -2.359 -3.877
H25 1.940 -3.089 -5.212
H26 0.832 -3.186 -3.179
C11 -0.402 0.170 -6.273
O10 -1.537 0.085 -5.419
H27 -0.413 1.130 -6.781
H28 0.510 0.084 -5.678
H29 -0.441 -0.632 -7.017
H30 -1.504 -0.773 -4.984
C12 5.360 -3.118 -1.921
O11 3.987 -3.499 -1.948
H31 5.796 -3.341 -2.892
H32 5.450 -2.046 -1.725
H33 5.897 -3.678 -1.151
H34 3.616 -3.295 -1.085
C13 8.083 -4.725 1.163
O12 6.714 -5.103 1.148
H35 8.513 -4.956 0.191
H36 8.173 -3.651 1.351
H37 8.619 -5.283 1.937
H38 6.349 -4.891 2.015
C14 -9.539 -0.281 3.235
O13 -8.377 -0.883 3.805
H39 -9.528 -0.480 2.166
H40 -10.445 -0.711 3.670
H41 -9.522 0.799 3.398
H42 -8.389 -0.704 4.747
C15 6.716 -3.390 4.449
O14 5.726 -4.418 4.292
H43 6.816 -2.863 3.501
H44 6.407 -2.689 5.221
H45 7.677 -3.838 4.717
H46 5.653 -4.871 5.135
C16 -7.572 3.540 0.161
O15 -8.935 3.624 0.601
H47 -7.064 2.789 0.759
H48 -7.536 3.244 -0.889
H49 -7.071 4.501 0.288
H50 -9.367 4.288 0.060
C17 6.452 -0.465 7.354
O16 6.644 -1.850 7.067
H51 6.690 0.101 6.457
H52 5.415 -0.272 7.635
H53 7.113 -0.147 8.165
H54 6.430 -2.339 7.867
C18 6.965 -3.037 10.849
O17 5.593 -3.416 10.811
H55 7.406 -3.270 9.883
H56 7.053 -1.963 11.036
H57 7.495 -3.593 11.626
H58 5.207 -3.208 11.665
C19 4.910 1.837 -1.336
O18 4.565 2.008 0.027
H59 5.981 1.995 -1.443
H60 4.656 0.822 -1.657
H61 4.372 2.567 -1.948
H62 3.613 1.866 0.095

Output
multiplicity: 1
orbital gap: 5.11 eV
energy relative to the best compared isomer or geometry (same formula, charge and spin): 0.0 kcal per mole
net charge: -1
maximum force: 0.072 Eh/bohr

Record 4
Formula: C42H60F5N2O25S
Source: OMol25
Level of theory: wB97M-V/def2-TZVPD

Element x y z (Å)
C1 -5.587 2.876 0.718
C2 -5.836 1.377 1.417
O1 -5.016 0.332 0.788
C3 -3.911 -0.115 1.650
C4 -4.126 -1.737 1.890
N1 -2.993 -2.415 2.626
C5 -1.847 -1.510 3.020
C6 -1.273 -0.752 1.643
C7 0.069 0.069 2.121
C8 0.246 0.962 3.471
C9 1.642 1.692 3.764
N2 2.937 1.705 3.029
C10 2.739 0.841 1.832
C11 1.463 0.044 1.280
C12 -2.433 0.229 0.948
O2 -2.102 1.600 1.365
S1 -2.391 -0.081 -0.897
O3 -3.370 -1.268 -1.251
O4 -0.993 -0.545 -1.440
C13 -2.921 1.362 -1.965
F1 -4.241 1.077 -2.614
F2 -3.061 2.656 -1.261
C14 -1.857 1.645 -3.223
F3 -2.391 2.782 -4.062
F4 -1.777 0.474 -4.150
F5 -0.516 2.098 -2.754
H1 -6.239 3.698 1.270
H2 -4.475 3.231 0.795
H3 -5.911 2.742 -0.408
H4 -5.790 1.414 2.585
H5 -6.969 1.114 1.146
H6 -3.879 0.374 2.713
H7 -4.359 -2.340 0.915
H8 -5.083 -1.827 2.594
H9 -3.334 -2.922 3.496
H10 -2.596 -3.176 2.002
H11 -2.177 -0.687 3.788
H12 -0.950 -2.100 3.539
H13 -0.958 -1.647 0.925
H14 -0.653 1.068 4.226
H15 1.663 2.357 4.758
H16 3.727 0.731 1.167
H17 1.528 -0.560 0.271
H18 -2.895 2.076 1.772
C15 -9.329 0.388 5.530
C16 -8.111 -0.341 4.989
C17 -7.405 -1.185 6.008
O5 -6.073 -1.199 5.527
C18 -5.903 -0.048 4.817
O6 -4.827 0.373 4.430
O7 -7.101 0.577 4.601
H19 -9.704 -0.068 6.452
H20 -9.125 1.448 5.714
H21 -10.145 0.339 4.800
H22 -8.384 -0.932 4.106
H23 -7.810 -2.199 6.055
H24 -7.405 -0.751 7.015
C19 0.866 -0.021 -5.370
C20 1.603 0.138 -6.688
C21 0.710 0.107 -7.892
O8 1.573 -0.380 -8.904
C22 2.518 -1.137 -8.278
O9 3.302 -1.876 -8.849
O10 2.468 -0.963 -6.922
H25 -0.200 0.211 -5.465
H26 0.975 -1.029 -4.957
H27 1.275 0.676 -4.630
H28 2.216 1.048 -6.673
H29 0.332 1.100 -8.151
H30 -0.135 -0.584 -7.796
C23 -0.446 -3.568 -4.906
C24 0.574 -4.582 -4.418
C25 -0.030 -5.776 -3.742
O11 0.999 -6.183 -2.857
C26 1.725 -5.067 -2.565
O12 2.560 -4.997 -1.681
O13 1.388 -4.032 -3.394
H31 -1.445 -4.005 -5.005
H32 -0.503 -2.695 -4.248
H33 -0.161 -3.205 -5.899
H34 1.232 -4.884 -5.242
H35 -0.268 -6.574 -4.450
H36 -0.923 -5.542 -3.151
C27 -2.092 5.531 -2.182
C28 -1.856 6.845 -1.458
C29 -0.763 6.789 -0.433
O14 -1.151 7.790 0.490
C30 -2.509 7.888 0.408
O15 -3.206 8.501 1.197
O16 -2.986 7.204 -0.676
H37 -1.229 4.861 -2.106
H38 -2.981 5.011 -1.811
H39 -2.251 5.720 -3.249
H40 -1.680 7.651 -2.181
H41 0.217 7.018 -0.863
H42 -0.706 5.831 0.097
C31 7.163 5.374 1.273
C32 5.893 4.620 0.918
C33 6.005 3.133 1.072
O17 5.063 2.653 0.130
C34 4.966 3.603 -0.843
O18 4.405 3.443 -1.913
O19 5.587 4.761 -0.462
H43 7.832 4.778 1.901
H44 7.708 5.702 0.382
H45 6.911 6.274 1.845
H46 5.044 5.015 1.490
H47 5.745 2.803 2.081
H48 6.992 2.737 0.808
C35 5.724 -3.974 -4.086
C36 6.168 -5.410 -4.308
C37 5.794 -6.341 -3.194
O20 6.798 -7.337 -3.274
C38 7.896 -6.740 -3.820
O21 9.008 -7.236 -3.851
O22 7.584 -5.507 -4.323
H49 4.921 -3.903 -3.345
H50 6.554 -3.331 -3.776
H51 5.328 -3.561 -5.021
H52 5.797 -5.777 -5.272
H53 4.803 -6.779 -3.338
H54 5.842 -5.880 -2.200
C39 4.113 -0.486 6.796
C40 2.844 -1.240 6.441
C41 2.956 -2.727 6.595
O23 2.014 -3.207 5.653
C42 1.917 -2.257 4.680
O24 1.356 -2.417 3.610
O25 2.538 -1.099 5.062
H55 4.783 -1.082 7.425
H56 4.659 -0.158 5.905
H57 3.862 0.414 7.369
H58 1.995 -0.845 7.014
H59 2.696 -3.057 7.605
H60 3.943 -3.123 6.331

Output
multiplicity: 1
orbital gap: 7.85 eV
net charge: +1
maximum force: 0.176 Eh/bohr

Record 5
Formula: C6H8O2
Source: OMol25
Level of theory: wB97M-V/def2-TZVPD

Element x y z (Å)
O1 -2.339 -0.618 0.061
C1 -0.846 -0.809 0.191
C2 0.376 -0.211 1.083
C3 1.276 -0.740 0.030
C4 0.199 -0.452 -0.971
C5 0.193 1.095 -0.785
O2 -0.919 1.755 0.012
C6 0.235 1.201 0.657
H1 -2.828 0.362 -0.110
H2 -0.821 -1.834 0.007
H3 0.371 -0.269 2.165
H4 2.363 -0.464 -0.413
H5 1.486 -1.846 0.260
H6 0.019 -0.823 -1.875
H7 0.626 1.645 -1.586
H8 0.609 2.008 1.274

Output
multiplicity: 1
orbital gap: 10.44 eV
energy relative to the best compared isomer or geometry (same formula, charge and spin): 129.0 kcal per mole
SMILES: O[C@@H]1[C@H]2C[C@@H]1[C@H]1O[C@@H]21
maximum force: 0.120 Eh/bohr

Record 6
Formula: C27H25Cl2N8O3PRu
Source: OMol25
Level of theory: wB97M-V/def2-TZVPD

Element x y z (Å)
Ru1 -0.118 0.161 0.418
C1 0.941 4.734 3.781
N1 0.913 3.343 3.370
C2 1.638 2.336 3.945
C3 1.323 1.193 3.267
N2 0.411 1.488 2.302
C4 0.184 2.789 2.368
P1 -1.020 3.663 1.311
C5 -0.252 3.229 -0.293
N3 0.123 2.024 -0.704
C6 0.704 2.168 -1.930
C7 0.676 3.489 -2.271
N4 0.070 4.147 -1.238
C8 -0.104 5.588 -1.153
C9 -2.304 2.368 1.414
N5 -2.207 1.118 0.989
C10 -3.342 0.474 1.375
C11 -4.146 1.352 2.043
N6 -3.486 2.547 2.061
C12 -4.003 3.763 2.664
H1 1.963 5.107 3.772
H2 0.540 4.841 4.788
H3 0.345 5.331 3.096
H4 2.311 2.510 4.767
H5 1.699 0.196 3.416
H6 1.089 1.319 -2.471
H7 1.023 3.995 -3.156
H8 -0.078 6.010 -2.153
H9 0.690 6.039 -0.559
H10 -1.063 5.824 -0.697
H11 -3.522 -0.560 1.129
H12 -5.114 1.216 2.493
H13 -5.001 3.971 2.283
H14 -3.355 4.600 2.416
H15 -4.052 3.663 3.747
C13 -4.957 -0.272 -2.421
C14 -4.750 -1.578 -1.995
C15 -3.518 -1.974 -1.508
C16 -2.469 -1.051 -1.428
C17 -2.670 0.248 -1.901
C18 -3.905 0.634 -2.388
N7 -1.239 -1.421 -0.879
N8 -0.782 -2.586 -1.174
C19 0.047 -3.258 -0.376
C20 0.607 -4.471 -0.833
C21 1.325 -5.265 0.018
C22 1.514 -4.898 1.365
C23 1.003 -3.721 1.839
C24 0.275 -2.870 0.981
H16 -5.926 0.026 -2.797
H17 -5.560 -2.294 -2.046
H18 -3.350 -2.990 -1.175
H19 -1.833 0.931 -1.916
H20 -4.049 1.643 -2.755
H21 0.455 -4.744 -1.868
H22 1.750 -6.192 -0.342
H23 2.065 -5.547 2.031
H24 1.157 -3.424 2.869
O1 -0.619 -1.175 2.476
C25 -0.198 -1.638 1.454
Cl1 4.346 -2.135 0.899
C26 3.754 -1.317 -0.563
Cl2 3.720 -2.428 -1.931
C27 2.367 -0.683 -0.296
O2 2.200 -0.115 0.811
O3 1.494 -0.715 -1.186
H25 4.474 -0.538 -0.794

Output
multiplicity: 6
orbital gap (spin up / spin down): 6.47 / 6.04 eV
net charge: +1
maximum force: 0.038 Eh/bohr

Record 7
Formula: C2FN3OS
Source: OMol25
Level of theory: wB97M-V/def2-TZVPD

Element x y z (Å)
F1 -2.307 0.200 1.389
C1 -1.142 0.059 0.961
N1 -0.455 -0.875 1.663
N2 0.966 -0.709 1.374
N3 1.356 -0.513 0.235
C2 0.562 0.056 -0.717
S1 1.026 0.390 -2.260
O1 -0.655 0.744 -0.088

Output
multiplicity: 1
orbital gap: 8.19 eV
energy relative to the best compared isomer or geometry (same formula, charge and spin): 24.6 kcal per mole
SMILES: Fc1nnnc(=S)o1
maximum force: 0.128 Eh/bohr

Record 8
Formula: C31H32ClF16N2O12S
Source: OMol25
Level of theory: wB97M-V/def2-TZVPD

Element x y z (Å)
C1 -1.519 4.647 -1.594
C2 -0.830 3.409 -2.178
O1 0.271 2.986 -1.404
C3 1.511 3.600 -1.690
C4 2.098 3.144 -2.996
O2 2.405 1.753 -2.925
C5 1.546 0.961 -3.596
C6 0.635 0.150 -2.937
S1 0.638 0.154 -1.178
O3 -0.661 0.494 -0.667
O4 1.777 0.812 -0.625
C7 0.890 -1.607 -0.533
F1 -0.287 -2.232 -0.343
F2 1.430 -1.417 0.688
C8 1.863 -2.531 -1.307
F3 3.111 -2.060 -1.136
F4 1.595 -2.560 -2.621
C9 1.841 -4.006 -0.820
F5 2.879 -4.656 -1.378
F6 0.721 -4.611 -1.211
F7 1.957 -4.094 0.511
C10 -0.289 -0.644 -3.691
C11 -1.407 -1.462 -3.095
C12 -2.568 -0.565 -2.602
C13 -3.282 -1.004 -1.337
Cl1 -3.488 -2.777 -1.226
C14 -0.213 -0.620 -5.042
C15 0.721 0.172 -5.743
N1 0.715 0.154 -7.105
C16 1.615 0.905 -7.683
C17 1.740 0.954 -9.193
O5 2.661 0.224 -9.605
O6 0.983 1.734 -9.776
C18 2.527 1.711 -6.917
N2 2.525 1.769 -5.627
C19 1.603 0.969 -5.007
H1 -1.111 5.557 -2.029
H2 -2.591 4.586 -1.764
H3 -1.359 4.630 -0.517
H4 -0.587 3.551 -3.234
H5 -1.539 2.580 -2.144
H6 2.187 3.342 -0.876
H7 1.424 4.695 -1.707
H8 1.443 3.350 -3.840
H9 3.025 3.686 -3.193
H10 -1.070 -2.160 -2.341
H11 -1.803 -2.073 -3.903
H12 -2.221 0.459 -2.486
H13 -3.311 -0.537 -3.402
H14 -4.290 -0.596 -1.328
H15 -2.782 -0.643 -0.442
H16 -0.913 -1.202 -5.626
H17 3.249 2.311 -7.456
C20 -5.413 1.528 2.984
C21 -4.280 1.071 2.094
O7 -4.640 1.113 0.696
C22 -4.578 2.299 0.119
O8 -4.280 3.341 0.624
C23 -4.914 2.151 -1.379
F8 -6.001 1.393 -1.561
F9 -3.889 1.568 -2.010
F10 -5.135 3.337 -1.933
H18 -6.320 0.953 2.788
H19 -5.129 1.409 4.008
H20 -5.652 2.577 2.807
H21 -4.032 0.030 2.290
H22 -3.377 1.659 2.249
C24 4.834 -5.639 1.190
C25 4.327 -5.528 2.610
O9 5.067 -6.379 3.516
C26 6.231 -5.916 3.933
O10 6.745 -4.874 3.657
C27 6.865 -6.928 4.911
F11 6.795 -8.175 4.437
F12 6.219 -6.890 6.085
F13 8.141 -6.631 5.126
H23 4.820 -6.679 0.861
H24 4.195 -5.058 0.537
H25 5.857 -5.275 1.104
H26 3.299 -5.876 2.675
H27 4.357 -4.501 2.970
C28 -0.158 2.681 8.544
C29 -1.570 3.220 8.497
O11 -2.131 3.110 7.172
C30 -2.601 1.921 6.838
O12 -2.624 0.931 7.504
C31 -3.181 1.986 5.412
F14 -2.363 2.619 4.572
F15 -4.347 2.663 5.424
F16 -3.390 0.759 4.929
H28 0.465 3.179 7.802
H29 0.270 2.849 9.532
H30 -0.139 1.612 8.337
H31 -1.587 4.285 8.718
H32 -2.221 2.715 9.209

Output
multiplicity: 1
orbital gap: 6.94 eV
net charge: -1
maximum force: 0.019 Eh/bohr

Record 9
Formula: C3H2N5O2
Source: OMol25
Level of theory: wB97M-V/def2-TZVPD

Element x y z (Å)
C1 0.702 -0.757 -0.064
C2 3.093 -0.601 0.046
C3 -0.284 1.407 0.021
N1 -4.136 -1.835 0.159
N2 1.935 -0.384 0.169
N3 -3.135 -1.323 0.138
N4 -0.375 0.070 -0.045
N5 -0.633 2.513 -0.070
O1 4.217 -0.601 0.002
O2 -0.816 3.669 -0.076
H1 0.669 -1.803 0.110
H2 -1.237 -0.355 -0.390

Output
multiplicity: 1
orbital gap (spin up / spin down): 7.81 / 7.81 eV
energy relative to the best compared isomer or geometry (same formula, charge and spin): 3.1 kcal per mole
net charge: +1
maximum force: 0.099 Eh/bohr

What is the maximum force in the fourth record? 0.176 Eh/bohr

Which of these has the highest multiplicity? C27H25Cl2N8O3PRu

multiplicity of number 4 (C42H60F5N2O25S)? 1

The highest maximum force belongs to which entry? C42H60F5N2O25S